1.
Below is a cluster of 2 separate species, C3H11NS in total in a non-equilibrium geometry, with properties calculated with the ωB97M-V functional and the def2-TZVPD basis.

The relative energy (zero: lowest compared OMol25 entry of this formula, charge and spin) comes out at 70.39 kcal per mole. For the orbital gap, the calculation gives 4.79 eV. The maximum force is 1.8 eV/A. The calculated total energy comes out at -573.7193 Eh.

Geometry as XYZ:
```
16
Properties=species:S:1:pos:R:3:nbo_charge:R:1
C -1.06534 -2.63525 1.34128 -0.73
S -0.69527 -1.41784 0.06326 -0.76
H -2.09945 -2.55780 1.67007 0.19
H -1.02103 -3.62725 0.88526 0.18
H -0.32669 -2.72008 2.13746 0.18
C 1.71702 0.98451 -0.45803 -0.45
N 1.11481 2.29186 -0.76422 -0.49
C -0.38105 2.24108 -0.46259 -0.47
H 2.80788 0.99544 -0.41826 0.21
H 1.43977 0.70203 0.55119 0.26
H 1.45573 0.21763 -1.17724 0.27
H 1.24777 2.60116 -1.72327 0.42
H 1.50807 3.00660 -0.15764 0.42
H -0.89904 1.91720 -1.36234 0.24
H -0.72111 3.19549 -0.08970 0.22
H -0.55385 1.34376 0.15204 0.30
```



2.
Below is a structure of composition C3H11NS in a non-equilibrium geometry, with properties calculated with the ωB97M-V functional and the def2-TZVPD basis.

The relative energy (zero: lowest compared OMol25 entry of this formula, charge and spin) comes out at 40.11 kcal per mole. For the orbital gap, the calculation gives 7.99 eV. The maximum force is 2.2 eV/A. The calculated total energy comes out at -573.7676 Eh.

Geometry as XYZ:
```
16
Properties=species:S:1:pos:R:3:nbo_charge:R:1
C 1.10492 1.25634 2.41612 -0.67
S 1.08605 0.21460 0.91953 -0.54
H 1.70959 2.14864 2.28449 0.21
H 0.08853 1.54176 2.68215 0.20
H 1.55179 0.65208 3.20784 0.21
C -2.10299 -0.10662 -1.04362 -0.63
C -0.89037 -0.30924 -1.93836 -0.22
N 0.05006 -1.24416 -1.29495 -0.76
H -2.64847 0.79642 -1.30323 0.23
H -2.82549 -0.91154 -1.19407 0.20
H -1.77514 -0.04914 -0.00785 0.24
H -1.17990 -0.68261 -2.92222 0.19
H -0.35623 0.62697 -2.07470 0.22
H 0.42379 -0.52564 -0.22410 0.32
H 0.90913 -1.38193 -1.80734 0.41
H -0.36611 -2.10926 -0.98301 0.40
```



3.
Below is a cluster of 2 separate species, C3H11NS in total, with properties calculated with the ωB97M-V functional and the def2-TZVPD basis.

The relative energy (zero: lowest compared OMol25 entry of this formula, charge and spin) comes out at 10.35 kcal per mole. For the orbital gap, the calculation gives 9.59 eV. Its SMILES is CCNC.S. The maximum force is 0.4 eV/A. The calculated total energy comes out at -573.8150 Eh.

Geometry as XYZ:
```
16
Properties=species:S:1:pos:R:3:nbo_charge:R:1
C -0.21866 -1.70901 0.23822 -0.61
C 0.92893 -1.28309 1.12098 -0.22
N 1.45931 0.01428 0.69437 -0.62
C 2.37628 0.58590 1.66766 -0.41
H -0.47983 -2.75459 0.40940 0.21
H 0.03500 -1.56246 -0.81138 0.22
H -1.12838 -1.13026 0.42731 0.20
H 1.73777 -2.02006 1.05273 0.18
H 0.62061 -1.26106 2.17541 0.16
H 0.68286 0.65013 0.54974 0.35
H 2.68456 1.57676 1.33931 0.20
H 1.94043 0.67100 2.67719 0.16
H 3.25965 -0.04535 1.73903 0.19
S -2.11345 1.20798 -1.73877 -0.29
H -1.77771 1.52932 -2.99168 0.14
H -2.71064 0.07792 -2.13753 0.14
```



4.
Below is a cluster of 2 separate species, C3H11NS in total in a non-equilibrium geometry, with properties calculated with the ωB97M-V functional and the def2-TZVPD basis.

As for the multiplicity: 2. As for the total charge: +1. The expectation value of S² is 0.7553. The relative energy (zero: lowest compared OMol25 entry of this formula, charge and spin) comes out at 42.56 kcal per mole. For the orbital gap (spin up / spin down), the calculation gives 9.42 / 3.90 eV. The maximum force is 2.7 eV/A. The calculated total energy comes out at -573.4720 Eh.

Geometry as XYZ:
```
16
Properties=species:S:1:pos:R:3:nbo_charge:R:1
C 3.85852 1.32851 -0.84788 -0.71
S 2.83594 -0.06388 -0.16737 -0.01
H 4.59130 1.63092 -0.09424 0.25
H 4.35141 0.96541 -1.74241 0.23
H 3.11039 2.05444 -1.28794 0.23
C -2.53234 -1.33430 1.32160 -0.64
C -2.48159 -0.07898 0.49644 -0.25
N -1.15795 0.21513 -0.15311 -0.33
H -2.34150 -1.24906 2.40756 0.26
H -3.53809 -1.69956 1.12176 0.26
H -1.79164 -2.02580 0.95122 0.22
H -3.00230 -0.15900 -0.47737 0.26
H -2.84725 0.81741 0.99956 0.27
H -0.59468 -0.63377 -0.21829 0.42
H -1.34291 0.82588 -0.94475 0.41
H 2.88269 -0.59336 -1.36478 0.13
```



Q: Look up the calculated total energy of the second one.
A: -573.7676 Eh